{
  "formula": "C30H80AsF6N11O8P2",
  "method": "ωB97M-V/def2-TZVPD",
  "elements": ["C", "O", "C", "C", "N", "H", "H", "C", "C", "O", "C", "H", "H", "H", "H", "H", "H", "H", "H", "H", "H", "H", "H", "H", "H", "As", "F", "F", "F", "F", "F", "F", "C", "O", "N", "C", "C", "H", "H", "H", "H", "H", "H", "H", "C", "O", "N", "C", "C", "H", "H", "H", "H", "H", "H", "H", "C", "O", "N", "C", "C", "H", "H", "H", "H", "H", "H", "H", "C", "O", "N", "C", "C", "H", "H", "H", "H", "H", "H", "H", "O", "P", "N", "C", "C", "N", "C", "C", "N", "C", "C", "H", "H", "H", "H", "H", "H", "H", "H", "H", "H", "H", "H", "H", "H", "H", "H", "H", "H", "O", "P", "N", "C", "C", "N", "C", "C", "N", "C", "C", "H", "H", "H", "H", "H", "H", "H", "H", "H", "H", "H", "H", "H", "H", "H", "H", "H", "H"],
  "positions_angstrom": [[-13.44028, -15.92418, -20.13255], [-13.95008, -16.46084, -21.36065], [-15.26261, -16.90591, -21.19727], [-15.82452, -16.98651, -22.57700], [-14.78748, -17.68728, -23.41923], [-14.12552, -16.97641, -23.73398], [-14.33599, -18.37919, -22.81544], [-15.31381, -18.34225, -24.62224], [-15.70984, -17.33491, -25.71745], [-16.87508, -16.61370, -25.44348], [-18.06593, -17.35076, -25.57588], [-12.44309, -15.49948, -20.23968], [-13.35026, -16.70874, -19.38506], [-14.04651, -15.10435, -19.74509], [-15.88777, -16.29792, -20.54136], [-15.24953, -17.92388, -20.77160], [-16.08692, -16.03166, -23.02681], [-16.74395, -17.56621, -22.67121], [-16.17913, -18.95845, -24.38565], [-14.57604, -19.02411, -25.04586], [-15.75811, -17.86256, -26.67374], [-14.92292, -16.57255, -25.75710], [-18.89525, -16.69866, -25.31057], [-18.10757, -18.24040, -24.94164], [-18.23676, -17.65113, -26.61722], [-13.65690, -17.21511, -16.00237], [-13.95512, -15.95164, -17.14631], [-14.33366, -18.38011, -17.08424], [-13.26854, -18.54617, -14.97148], [-12.91232, -16.12346, -14.89544], [-15.18614, -17.03094, -15.24551], [-12.06408, -17.34843, -16.70698], [-16.27251, -13.62598, -14.57250], [-15.78825, -13.18835, -13.54927], [-16.52045, -12.89760, -15.68656], [-16.28675, -11.48381, -15.70753], [-16.94714, -13.52219, -16.90071], [-16.56438, -14.68636, -14.66008], [-15.98526, -11.15536, -14.71084], [-17.16067, -10.87322, -15.94393], [-15.44670, -11.18510, -16.34676], [-17.56768, -12.79554, -17.44451], [-16.11368, -13.68886, -17.59227], [-17.56384, -14.40455, -16.76560], [-13.29880, -20.75437, -18.98970], [-13.45339, -20.98328, -20.18671], [-12.43238, -21.37578, -18.17453], [-12.19653, -20.85758, -16.83695], [-11.49358, -22.35078, -18.68408], [-13.88560, -19.98382, -18.47326], [-13.09648, -20.63672, -16.25259], [-11.70744, -19.88246, -16.89727], [-11.69628, -21.55318, -16.16756], [-10.48883, -21.92067, -18.75389], [-11.44887, -23.23370, -18.04559], [-11.79646, -22.67278, -19.67734], [-13.32696, -12.31335, -17.82105], [-13.50290, -11.91306, -18.95532], [-12.70344, -11.59232, -16.85421], [-12.52420, -12.11404, -15.52287], [-11.99382, -10.37570, -17.16694], [-13.66026, -13.27679, -17.42715], [-11.46507, -12.24565, -15.28378], [-12.99904, -13.08689, -15.41113], [-12.94228, -11.41257, -14.79458], [-10.91751, -10.49435, -17.01432], [-12.17156, -10.06594, -18.19081], [-12.35153, -9.57872, -16.50665], [-7.89831, -13.68760, -17.83058], [-6.75882, -13.38522, -17.55110], [-8.38120, -14.94250, -17.91642], [-9.79267, -15.22834, -18.17451], [-7.53561, -16.06682, -17.61369], [-8.68788, -12.93586, -18.01693], [-10.14697, -15.86103, -17.35888], [-9.86702, -15.76825, -19.11920], [-10.35413, -14.29605, -18.14873], [-8.04679, -16.72273, -16.89511], [-7.35195, -16.71278, -18.47833], [-6.61201, -15.73660, -17.15260], [-18.98551, -18.47601, -10.25362], [-17.70615, -19.18924, -10.09257], [-16.69694, -18.91368, -11.36335], [-16.67575, -17.54773, -11.86989], [-15.63313, -19.79876, -11.81116], [-17.78023, -20.84971, -10.05807], [-18.16230, -21.47073, -8.79375], [-18.44255, -21.44208, -11.21277], [-16.87785, -18.74653, -8.73011], [-15.74930, -19.47929, -8.22169], [-17.47476, -17.81605, -7.78196], [-16.71920, -16.84818, -11.01812], [-17.57960, -17.33788, -12.44044], [-15.72225, -17.33453, -12.34575], [-14.67165, -19.52733, -11.34539], [-15.52111, -19.70512, -12.89168], [-15.83519, -20.82332, -11.51228], [-19.06826, -21.03015, -8.35465], [-18.36020, -22.53243, -8.93562], [-17.36452, -21.39543, -8.05843], [-17.97027, -21.12360, -12.14446], [-18.27416, -22.52362, -11.21514], [-19.51284, -21.22182, -11.24715], [-15.36249, -20.19130, -8.94725], [-14.93465, -18.78067, -7.99374], [-16.00571, -20.00018, -7.29078], [-18.33712, -17.35160, -8.25333], [-16.73091, -17.07054, -7.49076], [-17.82416, -18.33825, -6.87988], [-11.10744, -13.33706, -9.42786], [-12.37301, -13.97061, -9.83302], [-12.23642, -14.78185, -11.26756], [-13.26426, -15.68450, -11.74797], [-11.19747, -14.46986, -12.22253], [-13.60785, -12.87200, -9.98559], [-15.02414, -13.20357, -9.91627], [-13.30762, -11.53709, -10.43683], [-13.01658, -15.09892, -8.80580], [-12.39780, -16.40691, -8.75167], [-13.47971, -14.61645, -7.49648], [-13.85469, -16.10559, -10.93307], [-12.85810, -16.54234, -12.28502], [-13.98176, -15.12520, -12.36421], [-10.33768, -14.03802, -11.71303], [-11.57933, -13.80411, -13.00301], [-10.83755, -15.37742, -12.71868], [-15.46337, -12.79146, -9.00179], [-15.55147, -12.77538, -10.77419], [-15.16377, -14.27883, -9.98520], [-13.50762, -11.43416, -11.51667], [-13.93069, -10.79952, -9.92711], [-12.24294, -11.34826, -10.30925], [-12.20374, -16.84930, -9.72369], [-11.42331, -16.36918, -8.23483], [-13.01575, -17.08762, -8.16238], [-12.75619, -13.90859, -7.06279], [-13.58688, -15.45072, -6.81196], [-14.39246, -14.02946, -7.58981]],
  "forces_ev_per_a": [[0.6, 0.1, 0.6], [0.4, 1.0, 0.3], [-0.1, -0.9, 0.3], [-0.9, -0.1, -0.6], [-0.6, 0.2, -0.2], [0.4, -0.2, 0.6], [0.4, 0.2, 0.0], [-0.7, -0.4, -1.5], [0.5, 0.2, 0.6], [0.0, 0.1, 0.3], [-0.6, -0.1, -0.4], [0.0, -0.2, -0.7], [-0.2, -0.1, 0.1], [-0.3, -0.2, -0.1], [0.1, 0.3, -0.1], [-0.1, 0.1, 0.2], [0.5, 0.1, -0.1], [0.1, -0.2, 0.4], [0.1, 0.0, 0.4], [0.3, 0.2, 0.2], [0.0, 0.0, 0.0], [0.0, -0.1, -0.3], [0.1, 0.1, 0.2], [0.1, 0.0, 0.1], [0.2, -0.1, 0.1], [1.2, -0.3, 0.6], [-0.5, 0.4, -0.1], [-0.2, 0.0, -0.7], [0.0, -0.2, 0.5], [-0.4, 0.5, 0.3], [-0.3, 0.3, 0.0], [0.1, -0.5, -0.6], [0.1, -0.2, 0.2], [0.0, 0.1, 0.2], [-0.2, -0.2, 0.3], [0.8, 1.0, 0.7], [-0.4, 0.9, -1.2], [0.1, 0.1, -0.2], [0.0, -0.3, 0.1], [-0.2, -0.4, -0.3], [-0.2, -0.2, -0.3], [-0.1, -0.2, 0.2], [0.0, -0.4, 0.2], [0.3, -0.2, 0.3], [-0.2, 0.1, -0.1], [0.1, 0.0, 0.0], [0.0, -0.5, 0.2], [-0.6, 0.9, 0.7], [0.2, -0.1, -0.3], [0.0, -0.1, 0.1], [-0.3, -0.1, -0.7], [0.5, -0.3, 0.2], [0.5, -0.2, -0.5], [0.0, 0.0, 0.0], [-0.1, 0.1, 0.1], [-0.1, 0.1, 0.0], [0.4, 0.8, 0.5], [-0.1, -0.4, -0.4], [0.2, -0.5, -0.4], [0.1, 0.0, 0.4], [-0.2, 0.5, 0.2], [-0.2, -0.4, -0.1], [0.0, 0.0, -0.1], [-0.2, 0.0, 0.0], [0.0, -0.2, 0.0], [0.0, -0.1, 0.1], [-0.1, -0.2, -0.1], [0.1, 0.0, 0.0], [-0.3, 0.1, 0.1], [0.2, 0.1, -0.1], [-0.2, 0.0, -0.1], [0.9, 0.0, 0.6], [-0.3, -0.8, 0.4], [0.1, 0.0, -0.1], [-0.3, -0.1, -0.2], [-0.4, 0.1, -0.1], [-0.1, -0.1, -0.3], [0.0, 0.2, 0.0], [0.2, 0.3, -0.2], [0.1, 0.1, -0.2], [-0.1, 0.3, 0.3], [0.5, 0.1, -0.6], [0.0, -0.5, -0.6], [-0.2, 0.4, 1.2], [0.3, 0.5, 0.4], [0.0, -0.5, 0.1], [-0.2, 0.1, 0.3], [0.3, -0.4, -0.4], [-0.7, 0.1, 0.5], [0.5, 0.3, 0.1], [-0.1, -0.3, 0.0], [0.0, -0.1, -0.1], [0.3, 0.0, -0.5], [-0.2, -0.1, -0.5], [0.0, 0.0, -0.2], [0.0, -0.2, 0.0], [-0.1, 0.0, -0.2], [0.0, 0.0, -0.1], [0.1, 0.0, -0.2], [0.0, 0.0, 0.0], [-0.2, 0.4, 0.1], [-0.2, 0.0, 0.3], [0.0, 0.0, 0.0], [-0.1, -0.1, 0.0], [0.0, -0.1, 0.0], [0.1, -0.1, 0.0], [0.1, 0.2, 0.0], [-0.1, 0.1, 0.0], [0.1, 0.1, 0.0], [0.3, 0.3, -0.1], [-0.3, 0.1, -0.6], [0.6, -1.0, 0.4], [-0.9, 0.4, 0.1], [0.2, -0.1, -0.1], [-0.3, -0.1, 0.7], [0.2, 0.2, -0.5], [0.2, 0.0, -0.7], [-0.7, -0.3, 0.2], [0.9, -0.3, 0.7], [0.7, 0.9, -0.3], [0.1, 0.2, 0.2], [0.2, 0.2, -0.3], [0.1, -0.3, -0.3], [-0.2, 0.3, 0.0], [0.2, 0.1, -0.1], [-0.2, 0.0, 0.0], [-0.2, -0.1, 0.0], [0.1, 0.0, 0.0], [-0.1, 0.0, 0.3], [-0.1, 0.0, 0.1], [0.2, 0.1, 0.2], [-0.1, 0.2, 0.3], [-0.2, 0.2, -0.1], [-0.1, 0.0, -0.1], [-0.2, 0.0, -0.2], [0.1, -0.3, 0.1], [-0.2, -0.1, 0.0], [-0.2, -0.4, 0.0]],
  "lowdin_charge": [-0.0552, -0.1814, -0.2213, -0.0835, 0.0707, 0.1795, 0.1865, -0.1092, -0.1984, -0.1826, -0.0926, 0.0898, 0.0781, 0.0872, 0.1438, 0.1445, 0.1420, 0.1385, 0.1259, 0.1428, 0.1359, 0.1376, 0.0991, 0.0825, 0.0993, 0.6794, -0.2586, -0.2579, -0.2533, -0.2477, -0.2389, -0.2719, -0.3255, -0.0002, -0.1878, -0.0550, -0.0647, 0.1339, 0.0850, 0.0919, 0.0804, 0.0888, 0.0743, 0.0909, -0.3397, -0.0454, -0.1804, -0.0587, -0.0522, 0.1147, 0.0767, 0.0796, 0.0903, 0.0933, 0.0867, 0.0785, -0.3586, -0.0061, -0.1992, -0.0609, -0.0455, 0.1140, 0.0879, 0.0815, 0.0915, 0.0901, 0.0824, 0.0924, -0.3590, 0.0096, -0.1995, -0.0405, -0.0526, 0.1283, 0.0750, 0.0854, 0.0774, 0.0913, 0.0895, 0.0844, -0.2759, 0.4664, -0.3027, -0.0920, -0.1103, -0.3099, -0.1047, -0.1223, -0.2996, -0.1245, -0.1004, 0.0755, 0.0826, 0.0679, 0.0800, 0.0837, 0.0625, 0.0906, 0.0809, 0.0549, 0.0730, 0.0829, 0.0875, 0.0778, 0.0730, 0.0766, 0.0696, 0.0775, 0.0823, -0.2864, 0.4819, -0.2952, -0.1276, -0.0985, -0.2972, -0.1120, -0.1133, -0.3041, -0.1184, -0.0912, 0.0551, 0.0809, 0.0798, 0.0740, 0.0695, 0.0827, 0.0744, 0.0743, 0.0679, 0.0773, 0.0813, 0.0715, 0.0679, 0.0922, 0.0660, 0.0867, 0.0765, 0.0563],
  "homo_energy_ev": -7.41,
  "e_tot_ha": -5913.1414,
  "lumo_energy_ev": -0.823,
  "max_force_ev_per_a": 1.7
}